[1]
{
  "formula": "C20H15N7O3Pd",
  "method": "ωB97M-V/def2-TZVPD",
  "lumo_ha": [-0.122, -0.231],
  "multiplicity": 6,
  "charge": 1,
  "e_homo_ev": [-10.1906, -11.7220],
  "elements": ["Pd", "O", "C", "N", "C", "C", "C", "C", "C", "C", "N", "C", "C", "C", "C", "C", "N", "H", "H", "H", "H", "H", "H", "H", "H", "H", "H", "O", "N", "C", "C", "N", "C", "N", "O", "N", "C", "C", "C", "C", "C", "H", "H", "H", "H", "H"],
  "positions_angstrom": [[-0.3200, 0.0035, -0.2455], [0.1624, 4.0902, 0.5264], [-0.2894, 3.0294, 0.1717], [0.5315, 1.8875, 0.0350], [1.9307, 2.0126, 0.2551], [2.6281, 0.7052, -0.0442], [4.0103, 0.6139, 0.0022], [4.6140, -0.5918, -0.3078], [3.8209, -1.6719, -0.6676], [2.4518, -1.5040, -0.6885], [1.8666, -0.3432, -0.3738], [-1.7285, 2.7737, -0.1457], [-2.6506, 3.7955, -0.0452], [-3.9730, 3.5156, -0.3724], [-4.3050, 2.2426, -0.7972], [-3.3098, 1.2741, -0.8746], [-2.0515, 1.5339, -0.5433], [2.1055, 2.3276, 1.2943], [2.3397, 2.8296, -0.3538], [4.5990, 1.4805, 0.2712], [5.6908, -0.6862, -0.2794], [4.2526, -2.6259, -0.9325], [1.7894, -2.3094, -0.9807], [-2.3298, 4.7755, 0.2780], [-4.7277, 4.2864, -0.3002], [-5.3186, 1.9818, -1.0655], [-3.5255, 0.2669, -1.2032], [-1.6197, -1.5505, -0.6618], [-1.9157, -2.3708, 0.3816], [-3.2080, -2.3404, 0.8446], [-3.5107, -2.6686, 2.1798], [-3.7617, -2.9343, 3.2753], [-4.2247, -1.8768, -0.0112], [-5.0462, -1.4845, -0.7200], [-0.2866, -0.6414, 1.8786], [-0.4887, -1.8662, 2.2440], [-0.8050, -2.8418, 1.1673], [-0.9674, -4.2314, 1.6935], [-0.8481, -4.5237, 2.9938], [-0.5991, -3.4888, 3.9531], [-0.4379, -2.1944, 3.5499], [0.0417, -2.7983, 0.4725], [-1.1771, -4.9853, 0.9474], [-0.9660, -5.5427, 3.3333], [-0.5616, -3.7099, 5.0084], [-0.2660, -1.3633, 4.2176]],
  "mulliken_spin": [1.48, 0.20, -0.03, 0.80, -0.02, 0.01, 0.01, 0.00, 0.00, 0.01, 0.10, -0.02, 0.00, 0.00, 0.00, -0.01, 0.04, 0.04, 0.04, 0.00, 0.00, 0.00, 0.00, 0.00, 0.00, 0.00, 0.01, 0.24, 0.31, 0.35, -0.02, 0.19, -0.05, 0.19, 0.39, 0.36, -0.06, 0.21, -0.06, 0.31, -0.13, 0.10, 0.00, 0.00, 0.01, 0.01]
}

---

[2]
{
  "formula": "C4H5NO",
  "method": "ωB97M-V/def2-TZVPD",
  "lumo_ha": 0.023,
  "smiles": "C1=CCON=C1",
  "charge": 0,
  "e_homo_ev": -8.7460,
  "elements": ["C", "C", "C", "O", "N", "C", "H", "H", "H", "H", "H"],
  "positions_angstrom": [[0.6992, 0.9677, 0.0087], [-0.6210, 0.8309, -0.0161], [-1.2101, -0.5658, 0.0274], [-0.2570, -1.6174, -0.0243], [1.0920, -1.4388, 0.0082], [1.5307, -0.2351, 0.0020], [1.1774, 1.9444, 0.0018], [-1.3235, 1.6732, -0.0571], [-1.8713, -0.7406, -0.8570], [-1.8455, -0.7057, 0.9153], [2.6289, -0.1128, -0.0087]],
  "nbo_charge": [-0.28, -0.16, -0.12, -0.37, -0.05, -0.04, 0.22, 0.22, 0.19, 0.19, 0.20]
}

---

[3]
{
  "formula": "C2HO2S2",
  "method": "ωB97M-V/def2-TZVPD",
  "lumo_ha": 0.130,
  "charge": -1,
  "e_homo_ev": -2.7365,
  "elements": ["C", "C", "O", "O", "S", "S", "H"],
  "positions_angstrom": [[1.5122, 1.2088, -0.1454], [-1.6952, -1.5117, 0.1519], [1.6784, 1.0631, -1.3070], [1.5039, 1.4807, 0.9633], [0.1002, -1.1961, 0.0918], [-1.2502, 0.0004, -0.8225], [-1.8493, -1.0452, 1.0678]],
  "nbo_charge": [1.03, -0.78, -0.56, -0.53, -0.14, -0.14, 0.12]
}

---

Values of ΔE to the lowest compared entry with this formula, charge and spin, in order: 4.63, 63.54, 44.36, all in kcal/mol.